No. 1
# C3H9N3O2

C3H9N3O2 in the gas phase (ωB97M-V/def2-TZVPD, the OMol25 dataset).

Last column: natural (NBO) charge in e.
Cartesian coordinates (Å):
C (-1.627, 1.070, -0.435)  -0.677
N (1.310, 0.198, -0.292)  -0.098
C (0.217, -0.385, 0.732)  0.225
C (-0.976, 0.058, 0.425)  0.261
N (1.531, -0.673, -1.354)  -0.648
N (0.598, -1.498, 1.421)  -0.835
O (1.326, 1.540, -0.725)  -0.596
O (-1.986, -0.692, 1.323)  -0.757
H (1.531, 2.013, 0.100)  0.474
H (-1.541, -0.810, 2.183)  0.476
H (2.376, -0.373, -1.840)  0.357
H (0.776, -0.564, -2.034)  0.317
H (1.609, -1.511, 1.534)  0.392
H (0.296, -2.338, 0.932)  0.391
H (-2.400, 0.584, -1.037)  0.232
H (-0.924, 1.554, -1.116)  0.250
H (-2.115, 1.828, 0.183)  0.234

**E_LUMO**: 0.0297 Eh
**SMILES**: C/C(O)=C(/N)N(N)O
**Kohn-Sham gap**: 8.8 eV



No. 2
# C4H8ClNS

2 unconnected molecules or ions with the total composition C4H8ClNS (ωB97M-V/def2-TZVPD, the OMol25 dataset).

Last column: natural (NBO) charge in e.
Cartesian coordinates (Å):
C (-0.727, -0.297, -0.266)  -0.438
C (-3.096, 0.275, 0.003)  -0.065
C (2.352, -0.198, -0.246)  -0.233
C (3.127, 0.224, 0.740)  -0.397
H (0.192, 0.251, -0.480)  0.199
H (-0.895, -1.057, -1.038)  0.222
H (-0.638, -0.810, 0.697)  0.224
H (-1.640, 1.616, -0.402)  0.395
H (-3.789, 1.120, -0.014)  0.190
H (2.218, 0.335, -1.182)  0.213
H (3.238, -0.331, 1.664)  0.217
H (3.673, 1.157, 0.632)  0.215
N (-1.832, 0.640, -0.235)  -0.563
S (-3.623, -1.254, 0.297)  -0.186
Cl (1.441, -1.671, -0.171)  0.008

**E_LUMO**: 0.0245 Eh
**SMILES**: C=CCl.CNC=S
**Kohn-Sham gap**: 8.9 eV



No. 3
# C3H4FN

2 unconnected molecules or ions with the total composition C3H4FN (ωB97M-V/def2-TZVPD, the OMol25 dataset).

Last column: natural (NBO) charge in e.
Cartesian coordinates (Å):
C (-1.467, 1.127, 0.029)  -0.452
C (1.616, -0.679, -0.035)  0.049
C (-0.450, 0.309, -0.037)  0.559
N (0.838, 0.318, 0.117)  -0.451
F (-0.934, -1.422, -0.002)  -0.573
H (-2.359, 0.632, -0.116)  0.258
H (-1.154, 2.108, 0.089)  0.243
H (2.685, -0.783, 0.181)  0.181
H (1.224, -1.610, -0.226)  0.186

**E_LUMO**: -0.0131 Eh
**Kohn-Sham gap**: 9.8 eV



No. 4
# C5H12NO

2 unconnected molecules or ions with the total composition C5H12NO (ωB97M-V/def2-TZVPD, the OMol25 dataset).

Last column: natural (NBO) charge in e.
Cartesian coordinates (Å):
C (2.157, 1.413, -1.310)  -0.609
C (1.618, 0.028, -1.630)  -0.481
C (0.876, -0.637, -0.498)  -0.016
C (-0.104, 0.054, 0.145)  -0.127
N (-0.454, -0.252, 1.458)  -0.393
C (-1.138, 0.528, 2.248)  0.083
H (2.655, 1.433, -0.331)  0.213
H (2.914, 1.819, -1.981)  0.246
H (1.388, 2.182, -1.167)  0.202
H (1.004, 0.066, -2.530)  0.251
H (2.495, -0.550, -1.908)  0.245
H (1.044, -1.674, -0.217)  0.219
H (-0.350, 0.981, -0.365)  0.232
H (-0.528, -1.273, 1.488)  0.447
H (-0.960, 1.575, 2.049)  0.231
H (-1.938, -0.034, 2.714)  0.255
H (-3.631, -1.443, -0.012)  0.481
H (-3.875, -2.355, 1.134)  0.487
O (-3.173, -1.860, 0.712)  -0.965

**E_LUMO**: -0.2047 Eh
**Net charge**: +1
**Kohn-Sham gap**: 8.3 eV



Energy relative to the best compared isomer or geometry (same formula, charge and spin) in kcal per mole, matching the order above: 139.2; 24.7; 54.9; 55.0
F_max in eV/Å, matching the order above: 6.4; 2.2; 4.2; 3.9
HOMO energy in eV, matching the order above: -7.957; -8.191; -10.205; -13.918